This record from OMol25 describes a structure of composition C6H9NO in a non-equilibrium geometry. The level of theory is ωB97M-V/def2-TZVPD.

## Properties
- Energy relative to the best compared isomer or geometry (same formula, charge and spin): 7.804 eV
- LUMO level: 1.011 eV
- Electronic energy: -363.737436 a.u.
- HOMO energy: -8.843 eV
- Gap between HOMO and LUMO: 9.9 eV

```
! wB97M-V def2-TZVPD RIJCOSX def2/J DEFGRID3
* xyz 0 1
C -1.567 0.769 0.987
C -0.694 0.027 -0.627
C -0.208 0.313 0.768
C 1.379 -0.980 0.054
C 2.067 0.054 -0.617
C 0.689 -0.427 -1.170
H -2.044 -0.134 1.187
H -2.268 1.631 1.548
H -2.641 0.593 -0.754
H -1.407 -1.039 -0.702
H 0.449 1.148 0.242
H 1.431 -1.991 -0.050
H 2.820 0.053 -1.396
H 1.843 0.975 -0.028
H 0.703 -1.059 -2.090
N -1.692 1.101 -0.582
O 0.371 -0.802 1.219
*
```